1.
Molecular formula: C7H9NO
Method: DFT, ωB97M-V/def2-TZVPD

Last column: natural (NBO) charge in e.
Element x y z (Å)
O1 -0.35 0.59 3.11  -0.507
N1 -2.32 -0.94 -1.08  -0.823
C1 -1.81 0.09 1.16  -0.421
C2 0.14 -0.16 -0.37  -0.129
C3 0.85 -0.25 -1.67  -0.608
C4 -0.52 0.46 1.89  0.531
C5 0.68 0.28 0.88  -0.053
C6 2.23 0.55 1.11  -0.639
C7 -1.45 -0.48 -0.06  0.239
H1 -2.22 -0.40 -2.20  0.404
H2 2.98 -0.21 1.61  0.245
H3 -0.50 -0.12 -2.43  0.177
H4 -3.24 -0.93 -0.67  0.384
H5 1.57 -1.58 -1.80  0.269
H6 1.82 0.95 -2.20  0.264
H7 -3.03 0.13 1.27  0.236
H8 2.87 0.54 0.17  0.222
H9 2.32 1.49 1.28  0.210

**Electronic energy**: -10932.4269 eV
**Charge**: 0
**HOMO**: -0.306 Eh
**LUMO level**: -0.7389 eV
**Frontier orbital gap**: 7.5972 eV


2.
Molecular formula: C7H9NO
Method: DFT, ωB97M-V/def2-TZVPD

Last column: natural (NBO) charge in e.
Element x y z (Å)
O1 2.97 -0.20 0.16  -0.503
N1 0.27 0.85 -1.10  -0.559
C1 0.65 -0.17 -0.06  -0.114
C2 -1.56 -0.17 -0.10  0.034
C3 1.95 -0.82 -0.05  0.447
C4 0.28 0.84 1.02  -0.352
C5 -2.98 -0.52 0.12  -0.652
C6 -0.52 -1.00 -0.11  -0.199
C7 -0.77 1.16 -0.04  -0.098
H1 -1.28 2.08 -0.19  0.209
H2 -0.47 -2.07 -0.17  0.214
H3 -0.16 0.47 2.00  0.207
H4 2.11 -1.95 -0.22  0.121
H5 1.02 1.68 1.09  0.216
H6 -3.68 0.33 0.32  0.221
H7 -3.11 -1.23 0.90  0.226
H8 -3.39 -1.06 -0.76  0.231
H9 0.98 1.50 -1.19  0.350

**Electronic energy**: -10938.9649 eV
**Charge**: 0
**HOMO**: -0.331 Eh
**LUMO level**: 0.6790 eV
**Frontier orbital gap**: 9.6740 eV


3.
Molecular formula: C7H9NO
Method: DFT, ωB97M-V/def2-TZVPD

Last column: natural (NBO) charge in e.
Element x y z (Å)
O1 1.19 0.32 1.71  -0.674
N1 -1.94 1.82 0.77  -0.684
C1 -0.97 1.30 0.24  0.501
C2 -1.35 -1.79 0.34  -0.379
C3 -1.25 -0.74 -0.46  -0.133
C4 1.17 -0.09 0.40  0.341
C5 -0.07 0.32 -0.32  -0.266
C6 -0.02 1.31 -1.40  -0.570
C7 2.18 -0.66 -0.24  -0.512
H1 2.01 0.04 2.12  0.485
H2 -0.67 -1.95 1.16  0.201
H3 -0.80 1.41 -2.15  0.220
H4 0.93 1.79 -1.57  0.224
H5 -1.87 2.05 1.77  0.394
H6 3.07 -0.99 0.28  0.200
H7 -1.90 -2.67 0.03  0.211
H8 2.11 -0.85 -1.30  0.223
H9 -1.83 -0.61 -1.37  0.218

**Electronic energy**: -10936.4339 eV
**Charge**: 0
**HOMO (spin up / spin down)**: -0.258 / -0.258 Eh
**LUMO level (spin up / spin down)**: 0.6298 / 0.6303 eV
**Frontier orbital gap (spin up / spin down)**: 7.6627 / 7.6638 eV


Energy above the lowest of the compared OMol25 structures with the same formula, charge and spin per entry: 10.387 3.850 6.381 eV
Molar mass per entry: 123.15 123.15 123.15 g mol⁻¹